(1)
ORCA calculation (ωB97M-V/def2-TZVPD) on C60H48GeNO4S3TcTe as an isolated structure.

ORCA input file:
```
! wB97M-V def2-TZVPD RIJCOSX def2/J DEFGRID3
* xyz 0 1
Tc 0.712 0.343 0.987
C -4.173 -5.760 4.578
C -3.280 -4.993 3.638
C -3.142 -3.617 3.741
C -2.319 -2.889 2.889
C -1.627 -3.598 1.910
C -1.739 -4.990 1.787
C -2.616 -5.675 2.624
S -0.431 -2.691 0.939
O 0.739 -3.588 0.819
C -1.327 -2.512 -0.671
C -2.730 -2.315 -0.589
C -3.429 -2.119 -1.733
C -2.770 -2.110 -2.999
C -3.504 -2.032 -4.202
C -2.872 -2.208 -5.397
C -1.456 -2.241 -5.471
C -0.739 -2.352 -4.321
C -1.380 -2.317 -3.062
C -0.643 -2.490 -1.863
C 0.826 -2.840 -1.957
C 1.044 -4.213 -2.279
C -0.041 -5.127 -2.472
C 0.179 -6.457 -2.643
C 1.513 -6.964 -2.750
C 2.556 -6.106 -2.589
C 2.362 -4.734 -2.295
C 3.446 -3.852 -2.050
C 3.216 -2.536 -1.791
C 1.902 -2.021 -1.731
S 1.820 -0.224 -1.273
O 3.239 0.190 -1.180
C 1.258 0.411 -2.884
C -0.089 0.566 -3.115
C -0.507 0.896 -4.379
C 0.372 1.071 -5.451
C -0.187 1.486 -6.776
C 1.745 0.934 -5.188
C 2.184 0.601 -3.915
H -4.400 -5.181 5.472
H -3.644 -6.661 4.898
H -5.102 -6.129 4.140
H -3.712 -3.129 4.522
H -2.169 -1.845 2.992
H -1.176 -5.475 1.042
H -2.676 -6.741 2.577
H -3.252 -2.426 0.355
H -4.498 -2.068 -1.684
H -4.586 -1.907 -4.165
H -3.435 -2.241 -6.322
H -0.957 -2.211 -6.447
H 0.323 -2.350 -4.366
H -1.052 -4.775 -2.449
H -0.631 -7.122 -2.825
H 1.724 -8.029 -2.912
H 3.554 -6.561 -2.639
H 4.451 -4.222 -2.093
H 4.011 -1.855 -1.614
H -0.817 0.367 -2.339
H -1.566 1.023 -4.529
H -0.713 0.654 -7.245
H 0.603 1.803 -7.460
H -0.902 2.318 -6.685
H 2.477 1.100 -5.976
H 3.224 0.427 -3.710
S 0.860 2.978 -0.672
C -0.725 2.342 -0.706
C -1.806 2.923 -1.416
C -3.074 2.421 -1.370
C -3.315 1.318 -0.575
C -2.241 0.810 0.100
N -0.966 1.246 0.053
H -1.571 3.846 -1.941
H -3.832 2.934 -1.957
H -4.246 0.848 -0.428
H -2.384 -0.015 0.779
Te 0.190 0.127 3.578
C 3.816 -2.133 2.805
C 2.629 -1.270 2.651
O 1.952 -1.031 3.720
O 2.371 -0.831 1.510
H 4.178 -2.076 3.818
H 4.603 -1.860 2.094
H 3.570 -3.162 2.563
C 1.243 2.060 1.039
Ge 1.151 3.633 2.216
C 1.644 3.391 4.063
C 2.909 2.936 4.368
C 3.309 2.891 5.699
C 2.469 3.351 6.695
C 1.228 3.867 6.382
C 0.822 3.882 5.063
C -0.732 4.204 2.086
C -1.703 3.515 2.793
C -3.065 3.793 2.584
C -3.454 4.770 1.690
C -2.476 5.464 0.965
C -1.145 5.166 1.161
C 2.349 5.088 1.583
C 2.236 6.311 2.241
C 3.026 7.376 1.878
C 3.979 7.243 0.888
C 4.109 6.037 0.204
C 3.320 4.955 0.579
H 3.555 2.613 3.556
H 4.317 2.534 5.897
H 2.772 3.323 7.735
H 0.587 4.290 7.152
H -0.129 4.349 4.832
H -1.371 2.749 3.540
H -3.815 3.259 3.149
H -4.501 5.037 1.575
H -2.742 6.252 0.273
H -0.405 5.746 0.624
H 1.506 6.422 3.016
H 2.950 8.333 2.420
H 4.613 8.085 0.605
H 4.858 5.939 -0.593
H 3.389 4.035 0.013
*
```

Calculated values
Gap between HOMO and LUMO = 6.3 eV
DFT total energy = -6291.16997 Ha
E_LUMO = -0.016 eV

Results of the Mulliken charge analysis, in e, for atoms 1 through 99:
1. Tc 0.68
2. C -1.46
3. C 1.11
4. C -1.02
5. C -0.09
6. C -0.42
7. C -0.62
8. C -1.00
9. S 1.45
10. O -0.72
11. C 1.49
12. C -1.14
13. C -1.46
14. C 1.56
15. C -1.05
16. C -0.97
17. C -0.67
18. C -0.87
19. C 0.83
20. C -1.04
21. C -0.74
22. C 1.43
23. C -1.19
24. C -1.18
25. C -0.63
26. C -0.93
27. C 0.86
28. C -1.39
29. C -1.33
30. C 1.00
31. S 2.57
32. O -0.89
33. C 0.60
34. C -0.20
35. C -0.62
36. C 0.77
37. C -1.49
38. C -1.13
39. C -0.99
40. H 0.36
41. H 0.37
42. H 0.30
43. H 0.33
44. H 0.33
45. H 0.70
46. H 0.41
47. H 0.43
48. H 0.47
49. H 0.50
50. H 0.38
51. H 0.51
52. H 0.64
53. H 0.42
54. H 0.50
55. H 0.38
56. H 0.38
57. H 0.44
58. H 0.88
59. H -0.14
60. H 0.55
61. H 0.26
62. H 0.41
63. H 0.33
64. H 0.37
65. H 0.64
66. S -0.49
67. C 1.11
68. C -1.29
69. C -0.95
70. C -1.00
71. C -1.31
72. N 1.17
73. H 0.53
74. H 0.48
75. H 0.68
76. H 0.68
77. Te -0.20
78. C -1.40
79. C 0.76
80. O -0.59
81. O -0.37
82. H 0.41
83. H 0.29
84. H 0.27
85. C 0.31
86. Ge 2.08
87. C 0.62
88. C -0.36
89. C -0.78
90. C -0.52
91. C -0.68
92. C -0.49
93. C -0.14
94. C 0.46
95. C -0.96
96. C -0.57
97. C -0.58
98. C -0.54
99. C 0.24


(2)
ORCA calculation (ωB97M-V/def2-TZVPD) on C60H52N5OP2SV as an isolated structure.

ORCA input file:
```
! wB97M-V def2-TZVPD RIJCOSX def2/J DEFGRID3
* xyz -1 4
V -0.157 -0.374 -0.938
N 0.377 -4.781 -0.366
C 0.101 -3.529 -0.792
S 1.358 -2.392 -1.169
N -1.154 -3.230 -1.078
N -1.298 -1.893 -1.469
C -2.330 -1.666 -2.308
C -3.330 -2.663 -2.614
C -3.859 -3.554 -1.671
C -4.590 -4.628 -2.103
C -4.952 -4.840 -3.422
C -4.495 -3.934 -4.337
C -3.665 -2.878 -3.971
C -2.479 -0.285 -2.732
C -3.450 0.154 -3.645
C -3.449 1.507 -3.964
C -2.489 2.346 -3.400
C -1.499 1.820 -2.630
N -1.500 0.527 -2.255
H 1.345 -4.971 -0.171
H -0.305 -5.342 0.129
H -3.529 -3.516 -0.641
H -4.905 -5.345 -1.311
H -5.635 -5.642 -3.716
H -4.796 -4.041 -5.398
H -3.264 -2.222 -4.696
H -4.211 -0.548 -4.037
H -4.156 1.914 -4.683
H -2.527 3.418 -3.581
H -0.767 2.469 -2.170
C 3.134 1.791 -1.525
N 3.184 2.188 -0.138
C 1.948 2.813 0.376
P 0.631 1.484 0.807
C -0.687 2.592 1.299
C -0.978 3.721 0.544
C -1.844 4.704 1.052
C -2.524 4.503 2.237
C -2.316 3.307 2.949
C -1.475 2.347 2.461
C 1.305 0.909 2.376
C 1.422 1.834 3.429
C 2.206 1.491 4.568
C 2.721 0.193 4.678
C 2.483 -0.763 3.681
C 1.720 -0.435 2.568
C 4.443 2.710 0.251
C 4.983 2.436 1.545
C 6.124 3.074 2.009
C 6.774 4.023 1.229
C 6.338 4.233 -0.076
C 5.217 3.561 -0.578
P 2.241 0.122 -1.762
C 2.217 0.017 -3.580
C 3.235 0.722 -4.303
C 3.296 0.575 -5.673
C 2.274 -0.079 -6.358
C 1.260 -0.699 -5.677
C 1.217 -0.636 -4.268
C 3.679 -0.911 -1.339
C 4.025 -1.236 -0.003
C 5.273 -1.739 0.263
C 6.227 -1.894 -0.722
C 5.827 -1.785 -2.037
C 4.541 -1.411 -2.355
H 4.131 1.694 -1.943
H 2.653 2.538 -2.230
H 1.551 3.576 -0.279
H 2.202 3.307 1.334
H -0.563 3.827 -0.473
H -2.051 5.644 0.526
H -3.200 5.289 2.595
H -2.830 3.153 3.876
H -1.403 1.386 2.943
H 0.966 2.812 3.353
H 2.262 2.245 5.353
H 3.317 0.004 5.552
H 2.922 -1.762 3.775
H 1.546 -1.200 1.801
H 4.493 1.716 2.195
H 6.470 2.913 3.028
H 7.629 4.566 1.645
H 6.853 4.941 -0.694
H 4.877 3.701 -1.583
H 3.964 1.344 -3.783
H 4.116 1.002 -6.224
H 2.224 -0.064 -7.465
H 0.466 -1.197 -6.224
H 0.357 -1.105 -3.766
H 3.309 -1.123 0.781
H 5.532 -2.096 1.268
H 7.231 -2.226 -0.479
H 6.523 -2.094 -2.831
H 4.212 -1.510 -3.399
O 3.205 -4.684 1.481
H 2.526 -4.805 2.146
H 2.869 -3.896 0.989
C -1.036 -0.520 0.699
C -2.092 -0.532 1.413
C -3.187 -0.452 2.212
C -3.021 -0.717 3.676
C -1.726 -0.904 4.190
C -1.505 -1.311 5.511
C -2.573 -1.526 6.359
C -3.844 -1.355 5.852
C -4.092 -1.006 4.549
C -4.488 -0.108 1.638
C -4.856 -0.490 0.320
C -6.184 -0.501 -0.029
C -7.100 0.122 0.784
C -6.724 0.826 1.904
C -5.432 0.670 2.383
H -0.841 -0.820 3.534
H -0.496 -1.505 5.813
H -2.434 -1.757 7.456
H -4.714 -1.490 6.503
H -5.137 -0.924 4.181
H -4.116 -0.858 -0.377
H -6.595 -1.020 -0.894
H -8.136 0.108 0.463
H -7.416 1.430 2.487
H -5.130 1.100 3.318
*
```

Calculated values
Gap between HOMO and LUMO (alpha / beta) = 4.3 / 4.6 eV
DFT total energy = -4691.43151 Ha
E_LUMO (alpha / beta) = 2.145 / 2.071 eV

Results of the Mulliken charge analysis, in e, for atoms 1 through 99:
1. V -0.48
2. N -0.41
3. C -0.29
4. S -0.35
5. N -1.42
6. N 2.06
7. C -0.37
8. C 0.25
9. C -0.06
10. C -0.69
11. C -0.63
12. C -0.74
13. C -0.81
14. C 0.96
15. C -1.01
16. C -0.83
17. C -1.17
18. C -0.31
19. N 0.97
20. H 0.24
21. H 0.25
22. H 0.60
23. H 0.32
24. H 0.37
25. H 0.32
26. H 0.66
27. H 0.67
28. H 0.42
29. H 0.44
30. H 0.13
31. C -2.93
32. N 1.44
33. C -1.42
34. P 1.30
35. C 0.83
36. C -0.35
37. C -0.95
38. C -0.65
39. C -0.75
40. C -0.85
41. C 1.45
42. C -0.68
43. C -1.07
44. C -0.81
45. C -0.53
46. C -0.90
47. C -0.14
48. C 0.01
49. C -0.74
50. C -0.45
51. C -0.78
52. C -0.14
53. P 2.33
54. C 0.09
55. C -0.25
56. C -0.86
57. C -0.49
58. C -0.82
59. C -0.17
60. C 0.10
61. C -0.04
62. C -0.63
63. C -0.83
64. C -0.51
65. C -1.04
66. H 1.10
67. H 0.47
68. H 0.58
69. H 0.58
70. H 0.01
71. H 0.38
72. H 0.35
73. H 0.48
74. H 0.60
75. H 0.50
76. H 0.44
77. H 0.42
78. H 0.45
79. H 0.25
80. H 0.20
81. H 0.41
82. H 0.35
83. H 0.39
84. H 0.44
85. H 0.31
86. H 0.46
87. H 0.32
88. H 0.43
89. H 0.11
90. H 0.11
91. H 0.43
92. H 0.40
93. H 0.37
94. H 0.43
95. O -0.69
96. H 0.33
97. H 0.28
98. C 0.17
99. C -0.30